*a*
ORCA calculation (wB97M-V/def2-TZVPD) on a 3-piece molecular cluster, CH7O3 overall.

Each line ends with the Löwdin charge.
Positions of all 11 atoms, in Å:
C (-1.56, -0.60, -0.99)  -0.235
O (-0.73, -1.53, -0.33)  -0.251
H (-2.58, -0.70, -0.58)  0.054
H (-1.10, 0.40, -0.87)  0.061
H (-1.59, -0.79, -2.06)  0.046
H (0.06, -1.03, 0.21)  -0.019
H (1.88, -0.87, 1.08)  -0.072
O (1.14, -0.34, 0.80)  -0.361
H (1.16, 1.24, 0.53)  -0.029
H (0.62, 2.18, -0.40)  -0.014
O (0.96, 2.25, 0.51)  -0.179

Total charge   -1
Lowest unoccupied orbital energy   4.4430 eV
2S+1   1
HOMO energy   -4.271 eV
Orbital gap   8.714 eV

*b*
ORCA calculation (wB97M-V/def2-TZVPD) on a 3-piece molecular cluster, CH7O3 overall.

Each line ends with the Löwdin charge.
Positions of all 11 atoms, in Å:
C (0.57, -0.10, 0.81)  -0.380
O (-0.23, -0.82, -0.05)  -0.396
H (0.21, -0.11, 1.75)  -0.007
H (1.57, -0.65, 0.96)  0.061
H (1.00, 0.95, 0.42)  0.087
H (-1.61, -0.04, 0.19)  -0.021
H (-2.57, 0.43, 1.34)  0.025
O (-2.52, 0.43, 0.33)  -0.203
H (1.50, 0.65, -2.28)  0.050
H (0.60, -0.35, -1.42)  0.036
O (1.48, -0.38, -2.06)  -0.253

Total charge   -1
Lowest unoccupied orbital energy   4.4669 eV
2S+1   1
HOMO energy   -3.612 eV
Orbital gap   8.079 eV

*c*
ORCA calculation (wB97M-V/def2-TZVPD) on a 3-piece molecular cluster, CH7O3 overall.

Each line ends with the Löwdin charge.
Positions of all 11 atoms, in Å:
C (-0.43, 1.01, -0.66)  -0.333
O (-0.43, -0.02, 0.26)  -0.378
H (-0.42, 1.99, -0.16)  0.051
H (0.40, 0.98, -1.38)  0.053
H (-1.37, 1.03, -1.25)  0.049
H (0.65, 0.39, 1.41)  -0.015
H (0.89, -0.34, 2.67)  0.000
O (1.11, 0.52, 2.31)  -0.165
H (0.17, -2.07, -1.79)  -0.038
H (-0.35, -1.27, -0.47)  -0.026
O (-0.22, -2.22, -0.94)  -0.197

Total charge   -1
Lowest unoccupied orbital energy   4.5062 eV
2S+1   1
HOMO energy   -3.922 eV
Orbital gap   8.429 eV

The winner here is *c*, beating the second structure by 4.7 kcal/mol.

*a*
ORCA calculation (wB97M-V/def2-TZVPD) on one molecule with the formula C2H4O3.

Each line ends with the Löwdin charge.
Positions of all 9 atoms, in Å:
C (-0.03, -0.29, 0.06)  -0.276
C (0.27, 1.23, -0.03)  -0.464
O (-1.05, -0.68, 0.76)  0.206
O (0.61, -1.14, -0.70)  0.177
O (-0.79, 1.96, -0.01)  -0.196
H (-1.29, -1.61, 0.66)  0.150
H (0.33, -2.07, -0.62)  0.147
H (1.02, 1.33, 0.82)  0.133
H (0.93, 1.26, -0.94)  0.124

Lowest unoccupied orbital energy   -0.7126 eV
2S+1   1
HOMO energy   -7.428 eV
Orbital gap   6.715 eV

*b*
ORCA calculation (wB97M-V/def2-TZVPD) on C2H4O3 as an isolated structure.

Each line ends with the Löwdin charge.
Positions of all 9 atoms, in Å:
C (2.00, -0.21, -0.44)  -0.138
C (-1.02, -0.16, 1.41)  0.079
O (1.86, 0.91, -0.06)  0.009
O (-1.86, 0.16, -0.86)  -0.147
O (-0.68, 0.09, 0.32)  -0.056
H (2.71, -0.36, -1.23)  0.075
H (1.31, -1.00, -0.20)  0.064
H (-1.96, -0.45, 1.81)  0.073
H (-2.36, 1.00, -0.75)  0.041

Lowest unoccupied orbital energy   -0.0538 eV
2S+1   1
HOMO energy   -9.029 eV
Orbital gap   8.975 eV

*c*
ORCA calculation (wB97M-V/def2-TZVPD) on C2H4O3 as an isolated structure.

Each line ends with the Löwdin charge.
Positions of all 9 atoms, in Å:
C (-0.90, -0.88, -0.33)  -0.158
C (1.09, 1.07, 0.36)  -0.371
O (0.25, 0.80, 1.30)  0.065
O (-0.85, -0.48, 0.95)  -0.009
O (1.49, 0.27, -0.49)  0.007
H (1.35, 2.14, 0.32)  0.149
H (-0.88, -1.98, -0.40)  0.116
H (-1.67, -0.37, -0.92)  0.099
H (0.12, -0.58, -0.79)  0.102

Lowest unoccupied orbital energy   -1.5972 eV
2S+1   1
HOMO energy   -10.429 eV
Orbital gap   8.832 eV

The winner here is *a*, beating the second structure by 28.4 kcal/mol.

*a*
ORCA calculation (wB97M-V/def2-TZVPD) on one molecule with the formula C2H7BrN2.

Each line ends with the Löwdin charge.
Positions of all 12 atoms, in Å:
C (0.33, 1.42, -0.21)  -0.218
C (0.87, 0.25, 0.62)  -0.622
Br (2.48, -0.31, -0.50)  0.537
N (-0.06, -1.05, 0.76)  -0.176
N (-0.61, -1.44, -0.56)  -0.076
H (1.20, 2.22, -0.30)  0.089
H (-0.53, 1.81, 0.38)  0.078
H (0.15, 1.38, -1.35)  0.089
H (1.19, 0.49, 1.55)  0.038
H (0.62, -1.86, 0.81)  0.079
H (-1.33, -0.76, -0.80)  0.043
H (-1.09, -2.41, -0.22)  0.139

Lowest unoccupied orbital energy   0.9728 eV
2S+1   1
HOMO energy   -8.655 eV
Orbital gap   9.628 eV

*b*
ORCA calculation (wB97M-V/def2-TZVPD) on C2H7BrN2 as an isolated structure.

Each line ends with the Löwdin charge.
Positions of all 12 atoms, in Å:
C (0.47, -1.78, -0.22)  -0.060
C (-0.13, 1.84, -0.08)  -0.169
N (0.48, -0.33, 0.09)  -0.155
N (-0.34, 0.50, -0.56)  -0.228
Br (-2.63, -0.12, -0.01)  0.036
H (-0.55, -2.24, -0.14)  0.066
H (1.04, -1.77, -1.09)  0.065
H (1.01, -2.23, 0.60)  0.082
H (-0.77, 2.52, -0.54)  0.053
H (-0.12, 1.81, 1.08)  0.109
H (0.93, 2.11, -0.19)  0.091
H (0.62, -0.30, 1.07)  0.110

Lowest unoccupied orbital energy (alpha / beta)   -1.0102 / -0.9938 eV
2S+1   1
HOMO energy (alpha / beta)   -8.792 / -8.804 eV
Orbital gap (alpha / beta)   7.781 / 7.810 eV

The winner here is *a*, beating the second structure by 8.9 kcal/mol.

*a*
ORCA calculation (wB97M-V/def2-TZVPD) on one molecule with the formula C4H4N2.

Each line ends with the Löwdin charge.
Positions of all 10 atoms, in Å:
N (-2.17, -1.95, 0.42)  0.128
C (-1.37, -1.14, 0.65)  -0.212
C (-0.31, -0.17, 0.90)  -0.172
C (-0.37, 1.37, 0.34)  0.130
C (0.34, 0.49, -0.25)  -0.394
N (1.23, 0.20, -1.26)  0.098
H (0.37, -0.55, 1.68)  0.122
H (-0.56, 2.45, 0.22)  0.110
H (0.79, -0.50, -1.86)  0.095
H (2.06, -0.19, -0.84)  0.094

Lowest unoccupied orbital energy   0.6566 eV
2S+1   1
HOMO energy   -10.044 eV
Orbital gap   10.700 eV

*b*
ORCA calculation (wB97M-V/def2-TZVPD) on one molecule with the formula C4H4N2.

Each line ends with the Löwdin charge.
Positions of all 10 atoms, in Å:
C (-1.14, 0.16, -0.13)  -0.052
C (-0.26, 1.16, 0.27)  -0.147
N (1.06, 0.99, 0.35)  0.064
C (1.49, -0.17, -0.16)  -0.225
N (0.75, -1.25, -0.33)  0.077
C (-0.56, -1.10, -0.14)  -0.146
H (-2.20, 0.34, -0.33)  0.102
H (-0.63, 2.12, 0.62)  0.108
H (2.55, -0.26, -0.38)  0.108
H (-1.07, -1.99, 0.21)  0.111

Lowest unoccupied orbital energy   0.5644 eV
2S+1   1
HOMO energy   -9.827 eV
Orbital gap   10.392 eV

*c*
ORCA calculation (wB97M-V/def2-TZVPD) on C4H4N2 as an isolated structure.

Each line ends with the Löwdin charge.
Positions of all 10 atoms, in Å:
N (0.98, -0.84, -0.74)  0.051
C (0.69, 0.17, 0.14)  -0.276
C (-0.37, 1.10, -0.18)  -0.138
C (-1.27, 1.88, -0.35)  0.152
C (-0.39, -0.95, 1.37)  -0.156
N (-1.11, -1.80, 1.03)  -0.003
H (0.17, -1.44, -0.79)  0.081
H (1.81, -1.35, -0.49)  0.108
H (1.60, 0.69, 0.49)  0.139
H (-2.10, 2.53, -0.49)  0.042

Lowest unoccupied orbital energy   -0.6593 eV
2S+1   1
HOMO energy   -10.252 eV
Orbital gap   9.592 eV

The winner here is *b*, beating the second structure by 61.6 kcal/mol.

*a*
ORCA calculation (wB97M-V/def2-TZVPD) on one molecule with the formula C4H7N3.

Each line ends with the Löwdin charge.
Positions of all 14 atoms, in Å:
H (-1.70, -2.79, 0.35)  0.061
N (-1.64, -1.78, 0.21)  0.156
C (-0.44, -1.48, -0.12)  -0.470
C (0.60, -2.50, -0.16)  -0.149
N (1.39, -3.34, -0.12)  0.159
N (0.02, -0.23, -0.41)  0.003
C (-0.31, 0.95, 0.37)  -0.250
C (0.50, 2.14, -0.14)  -0.096
H (0.93, -0.21, -0.86)  0.125
H (-1.38, 1.14, 0.26)  0.112
H (-0.12, 0.76, 1.44)  0.121
H (0.34, 2.30, -1.21)  0.078
H (1.58, 1.98, 0.01)  0.076
H (0.22, 3.05, 0.39)  0.074

Lowest unoccupied orbital energy   0.6209 eV
2S+1   1
HOMO energy   -9.740 eV
Orbital gap   10.361 eV

*b*
ORCA calculation (wB97M-V/def2-TZVPD) on one molecule with the formula C4H7N3.

Each line ends with the Löwdin charge.
Positions of all 14 atoms, in Å:
N (-0.83, -1.40, 1.92)  0.112
C (-0.43, -0.60, 0.88)  -0.322
C (-1.05, 0.26, 0.06)  0.013
C (0.23, 0.59, -0.68)  -0.488
N (0.54, 1.81, -1.36)  0.082
N (0.84, -0.63, -1.20)  0.075
C (0.94, -0.41, 0.28)  -0.135
H (-0.26, -2.21, 2.09)  0.092
H (-1.82, -1.60, 1.92)  0.096
H (-2.09, 0.47, -0.15)  0.087
H (0.03, 1.85, -2.25)  0.086
H (0.25, 2.62, -0.82)  0.076
H (1.76, -0.27, -1.51)  0.095
H (1.90, -0.49, 0.80)  0.132

Lowest unoccupied orbital energy   1.0542 eV
2S+1   1
HOMO energy   -7.452 eV
Orbital gap   8.506 eV

*c*
ORCA calculation (wB97M-V/def2-TZVPD) on one molecule with the formula C4H7N3.

Each line ends with the Löwdin charge.
Positions of all 14 atoms, in Å:
C (1.72, 0.19, -3.09)  -0.037
C (0.57, 0.45, -2.12)  -0.370
N (0.11, -0.31, -1.22)  -0.008
C (0.04, 0.26, 0.00)  -0.157
N (-0.79, -0.41, 0.88)  -0.037
N (-0.54, 0.30, 2.21)  -0.048
C (-0.97, -0.44, 3.22)  -0.056
H (1.92, -0.95, -3.24)  0.053
H (1.53, 1.12, -3.80)  0.044
H (0.04, 1.63, -2.09)  0.150
H (0.03, 1.26, 0.23)  0.087
H (-0.84, -1.49, 0.82)  0.152
H (-0.98, 0.12, 4.24)  0.095
H (-1.28, -1.55, 2.68)  0.132

Lowest unoccupied orbital energy   0.0850 eV
2S+1   1
HOMO energy   -7.807 eV
Orbital gap   7.892 eV

The winner here is *a*, beating the second structure by 57.2 kcal/mol.

*a*
ORCA calculation (wB97M-V/def2-TZVPD) on a 2-piece molecular cluster, C7H15N overall.

Each line ends with the Löwdin charge.
Positions of all 23 atoms, in Å:
H (-1.66, -1.84, -1.35)  0.023
N (-0.81, -2.33, -1.05)  0.045
C (-0.29, -1.72, 0.02)  -0.343
C (-1.03, -1.81, 1.35)  -0.093
H (0.78, -1.97, 0.17)  0.099
H (-0.94, -2.81, 1.78)  0.079
H (-2.07, -1.51, 1.21)  0.081
H (-0.51, -1.16, 2.05)  0.057
C (-1.26, 0.76, -1.44)  0.011
C (-0.43, 0.55, -0.39)  -0.304
C (-0.66, 1.45, 0.81)  -0.098
C (1.32, 0.68, -0.94)  -0.138
C (2.38, 0.88, 0.10)  -0.138
H (-1.17, 0.20, -2.37)  0.069
H (-2.10, 1.44, -1.41)  0.068
H (-1.30, 2.31, 0.58)  0.076
H (-1.18, 0.94, 1.63)  0.061
H (0.22, 1.89, 1.28)  0.062
H (1.31, 1.48, -1.68)  0.091
H (1.39, -0.28, -1.44)  0.076
H (2.31, 0.16, 0.91)  0.072
H (2.31, 1.88, 0.55)  0.065
H (3.38, 0.82, -0.36)  0.079

Lowest unoccupied orbital energy (alpha / beta)   -0.3172 / -0.3177 eV
2S+1   1
HOMO energy (alpha / beta)   -8.196 / -8.196 eV
Orbital gap (alpha / beta)   7.879 / 7.879 eV

*b*
ORCA calculation (wB97M-V/def2-TZVPD) on one molecule with the formula C7H15N.

Each line ends with the Löwdin charge.
Positions of all 23 atoms, in Å:
C (0.44, -0.10, 2.55)  -0.137
C (-0.86, -0.74, 2.00)  -0.256
C (-1.35, -0.17, 0.65)  -0.232
N (-0.14, 0.30, -0.06)  -0.188
C (0.60, -0.87, -0.64)  -0.177
C (1.05, -0.42, -2.08)  -0.139
C (0.64, 1.15, -2.15)  -0.181
C (-0.42, 1.29, -1.11)  -0.230
H (0.47, -0.04, 3.69)  0.075
H (1.44, -0.47, 2.25)  0.064
H (0.46, 0.99, 2.27)  0.075
H (-0.61, -1.79, 1.91)  0.082
H (-1.65, -0.82, 2.80)  0.112
H (-2.05, -0.90, 0.09)  0.138
H (-1.93, 0.74, 0.93)  0.116
H (-0.07, -1.79, -0.59)  0.122
H (1.39, -1.26, -0.07)  0.075
H (0.49, -0.94, -2.91)  0.099
H (2.12, -0.74, -2.30)  0.111
H (0.39, 1.56, -3.13)  0.098
H (1.57, 1.72, -1.79)  0.123
H (-1.46, 1.00, -1.61)  0.148
H (-0.49, 2.29, -0.73)  0.102

Lowest unoccupied orbital energy   1.0862 eV
2S+1   1
HOMO energy   -8.395 eV
Orbital gap   9.482 eV

*c*
ORCA calculation (wB97M-V/def2-TZVPD) on one molecule with the formula C7H15N.

Each line ends with the Löwdin charge.
Positions of all 23 atoms, in Å:
C (1.59, -1.91, -0.34)  0.052
C (0.84, -1.14, 0.47)  -0.409
C (0.46, -1.63, 1.84)  -0.049
N (0.41, 0.14, 0.12)  -0.159
C (1.38, 1.16, -0.31)  -0.066
C (-1.02, 0.40, -0.14)  -0.402
C (-1.44, 1.80, 0.29)  -0.071
C (-1.35, 0.16, -1.62)  -0.062
H (1.91, -2.90, -0.05)  0.053
H (1.86, -1.57, -1.33)  0.059
H (-0.62, -1.79, 1.92)  0.070
H (0.95, -2.58, 2.10)  0.073
H (0.75, -0.90, 2.60)  0.081
H (1.16, 1.52, -1.32)  0.075
H (2.40, 0.78, -0.31)  0.088
H (1.35, 2.01, 0.39)  0.076
H (-1.63, -0.30, 0.45)  0.131
H (-1.17, 1.98, 1.34)  0.082
H (-2.53, 1.92, 0.20)  0.078
H (-0.97, 2.58, -0.32)  0.074
H (-0.80, 0.83, -2.28)  0.071
H (-2.42, 0.31, -1.81)  0.077
H (-1.10, -0.87, -1.91)  0.076

Lowest unoccupied orbital energy   0.9991 eV
2S+1   1
HOMO energy   -7.777 eV
Orbital gap   8.776 eV

The winner here is *c*, beating the second structure by 11.9 kcal/mol.